Density functional theory data (wB97M-V/def2-TZVPD) for C12H14F6I2IrNO4S2 as an isolated structure.

The geometry in XYZ format:
```
42
C12H14F6I2IrNO4S2 wB97M-V/def2-TZVPD
Ir 0.119 0.132 0.910
C 0.224 0.084 4.410
C 0.861 0.302 3.082
C 0.794 1.580 2.443
C 1.549 1.881 1.278
C 1.526 3.235 0.666
C 2.228 0.795 0.634
C 2.310 -0.496 1.211
C 3.072 -1.601 0.572
C 1.507 -0.747 2.371
H -0.829 0.366 4.425
H 0.721 0.757 5.117
H 0.344 -0.937 4.762
H 0.208 2.368 2.902
H 0.734 3.292 -0.086
H 2.471 3.436 0.161
H 1.340 4.001 1.417
H 2.712 0.965 -0.322
H 2.398 -2.249 0.006
H 3.540 -2.217 1.342
H 3.830 -1.220 -0.108
H 1.477 -1.754 2.770
I -2.259 -0.431 1.820
C -6.383 -1.680 -1.569
I -4.478 -1.534 -1.240
H -7.083 -0.964 -1.146
H -6.755 -2.487 -2.196
F -0.509 1.418 -4.394
C -0.445 2.051 -3.252
F 0.808 2.200 -2.862
F -1.065 3.202 -3.292
S -1.329 0.979 -1.964
O -0.525 1.269 -0.722
O -2.703 1.326 -1.893
N -1.147 -0.530 -2.376
S 0.107 -1.301 -1.831
O -0.108 -1.530 -0.351
O 1.397 -0.794 -2.159
C -0.130 -3.015 -2.531
F -1.383 -3.384 -2.329
F 0.697 -3.799 -1.874
F 0.154 -2.966 -3.802
```

Computed properties:
expectation value of S² = 0.755
2S+1 = 2
calculated total energy = -2915.46941 a.u.
net charge = +3
lowest unoccupied orbital energy (alpha / beta) = -11.8 / -13.6 eV

***

Density functional theory data (wB97M-V/def2-TZVPD) for C10H10Cl2Co as an isolated structure in a non-equilibrium geometry.

The geometry in XYZ format:
```
23
C10H10Cl2Co wB97M-V/def2-TZVPD
C 0.917 -0.993 1.757
C 1.016 -1.475 0.417
C -0.337 -1.798 -0.014
H 1.947 -1.706 -0.089
C -1.230 -1.454 1.055
C -0.459 -0.929 2.125
H -0.806 -0.551 3.098
H 1.726 -0.693 2.421
H -0.568 -2.358 -0.910
H -2.320 -1.591 1.118
Co -0.088 0.084 0.077
Cl 1.610 1.905 1.569
C 0.169 2.119 -0.963
C -1.044 1.498 -1.367
C -0.749 0.151 -1.746
H -2.034 1.961 -1.367
C 0.690 -0.025 -1.662
C 1.246 1.176 -1.150
H 2.297 1.335 -0.948
H 0.252 3.123 -0.535
H -1.443 -0.510 -2.271
H 1.259 -0.859 -2.057
Cl -2.050 1.590 1.442
```

Computed properties:
expectation value of S² = 6.049
2S+1 = 5
calculated total energy = -2690.12641 a.u.
net charge = -1
lowest unoccupied orbital energy (alpha / beta) = 3.4 / 2.6 eV

***

Density functional theory data (wB97M-V/def2-TZVPD) for a 14-piece molecular cluster, C34H99N3O14 overall in a non-equilibrium geometry.

The geometry in XYZ format:
```
150
C34H99N3O14 wB97M-V/def2-TZVPD
C -1.987 -2.675 -4.700
C -1.538 -3.005 -3.304
O -2.674 -3.294 -2.436
H -2.772 -3.426 -5.090
H -1.139 -2.654 -5.393
H -2.447 -1.751 -4.686
H -1.066 -2.148 -2.826
H -0.883 -3.883 -3.232
H -2.896 -2.427 -2.137
C -0.708 -6.479 -1.398
C -1.625 -5.612 -0.444
O -1.162 -4.190 -0.463
H -1.166 -6.563 -2.365
H -0.557 -7.449 -1.018
H 0.256 -5.957 -1.549
H -1.469 -6.066 0.576
H -2.649 -5.608 -0.785
H -1.775 -3.795 -1.140
C 2.483 4.475 -0.503
C 2.169 3.510 0.546
O 0.771 3.641 0.766
H 2.409 5.530 -0.203
H 1.710 4.288 -1.268
H 3.475 4.314 -0.882
H 2.645 3.753 1.522
H 2.471 2.530 0.250
H 0.408 3.007 1.389
C -4.649 4.087 -4.617
C -3.160 4.401 -4.733
O -2.444 3.248 -4.975
H -5.167 3.866 -5.577
H -5.104 4.857 -4.034
H -4.842 3.231 -3.900
H -2.921 4.828 -3.717
H -2.984 5.226 -5.406
H -1.555 3.374 -4.605
C -0.479 0.283 5.906
C 0.867 0.049 5.305
O 1.260 1.089 4.429
H -1.302 0.349 5.130
H -0.572 1.210 6.485
H -0.801 -0.551 6.572
H 0.859 -0.953 4.780
H 1.616 -0.185 6.061
H 0.525 1.425 3.927
C 4.574 1.283 2.742
C 3.809 -0.050 2.464
O 2.453 0.246 2.028
H 4.066 1.735 3.535
H 4.488 1.899 1.852
H 5.597 1.128 2.983
H 3.778 -0.758 3.269
H 4.312 -0.536 1.685
H 2.035 0.714 2.776
C -1.497 4.312 3.566
C -1.917 2.930 3.340
O -0.919 2.156 2.629
H -0.963 4.671 2.686
H -0.833 4.503 4.368
H -2.290 5.012 3.748
H -2.814 2.861 2.745
H -2.100 2.357 4.246
H -1.358 1.504 2.076
C -0.804 0.089 -6.703
C 0.042 1.276 -6.867
O 1.254 1.173 -6.115
H -0.185 -0.820 -6.809
H -1.669 0.213 -7.374
H -1.173 0.009 -5.691
H -0.509 2.154 -6.626
H 0.391 1.318 -7.870
H 1.763 1.951 -6.252
C -4.960 0.217 6.371
C -5.024 -1.317 6.389
O -4.275 -1.910 5.358
H -4.095 0.551 6.988
H -5.870 0.829 6.664
H -4.723 0.564 5.356
H -6.038 -1.717 6.200
H -4.652 -1.728 7.317
H -3.396 -1.661 5.595
C 1.762 -3.274 7.219
C 0.945 -4.067 6.222
O 0.159 -3.080 5.566
H 2.245 -3.975 7.936
H 1.073 -2.681 7.883
H 2.405 -2.465 6.886
H 0.237 -4.859 6.503
H 1.692 -4.558 5.490
H 0.227 -3.174 4.598
C 2.396 -0.254 -1.678
C 2.498 0.377 -3.076
O 1.244 0.865 -3.399
H 2.003 -1.278 -1.878
H 1.723 0.268 -0.959
H 3.346 -0.377 -1.197
H 2.842 -0.372 -3.759
H 3.281 1.182 -3.080
H 1.092 0.799 -4.359
C -1.990 1.664 -0.985
C -1.613 0.211 -1.109
C -0.916 -0.334 0.023
O -1.563 -0.140 1.276
C -1.026 -1.050 2.223
N -2.745 -0.662 -1.449
H -2.244 2.010 -1.964
H -1.184 2.326 -0.637
H -2.871 1.960 -0.370
H -0.843 0.101 -1.837
H 0.141 -0.035 0.153
H -0.934 -1.422 -0.135
H 0.113 -0.803 2.316
H -1.128 -2.095 1.900
H -1.541 -0.887 3.157
H -3.205 -0.282 -2.263
H -3.449 -0.464 -0.721
C 2.102 -3.396 0.592
C 1.363 -3.718 1.932
C 1.717 -5.067 2.447
O 1.160 -6.035 1.674
C 1.543 -7.444 1.893
N 1.667 -2.730 2.886
H 3.196 -3.237 0.657
H 1.762 -2.442 0.204
H 1.816 -4.148 -0.128
H 0.342 -3.675 1.713
H 1.208 -5.139 3.386
H 2.820 -5.240 2.623
H 2.653 -7.358 1.826
H 1.133 -7.959 1.082
H 1.228 -7.814 2.873
H 2.500 -3.041 3.436
H 1.771 -1.775 2.571
C 0.441 6.049 -3.816
C 0.785 4.828 -4.603
C 2.263 4.609 -4.807
O 2.453 3.623 -5.864
C 3.765 3.285 -6.199
N 0.138 3.705 -4.031
H -0.650 6.188 -3.691
H 0.799 6.927 -4.290
H 0.833 6.145 -2.823
H 0.381 4.931 -5.586
H 2.674 4.199 -3.905
H 2.730 5.532 -5.101
H 4.391 4.133 -6.472
H 3.699 2.548 -7.050
H 4.253 2.818 -5.312
H 0.443 2.828 -4.438
H 0.520 3.639 -3.104
```

Computed properties:
calculated total energy = -2572.20468 a.u.
lowest unoccupied orbital energy = 0.7 eV